No. 1
Density functional theory data (the ωB97M-V functional and the def2-TZVPD basis) for 2 unconnected molecules or ions with the total composition C18H39N2O3.

Computed properties:
Charge ... +1
HOMO level ... -0.3787 Eh
Energy ... -28413.372 eV
Relative energy (zero: lowest compared OMol25 entry of this formula, charge and spin) ... 0.9044 eV
HOMO-LUMO gap ... 6.609 eV

Cartesian coordinates (Å):
C (5.78, 1.33, 4.05)
C (4.76, 2.47, 4.31)
C (3.69, 2.54, 3.29)
N (2.45, 2.70, 3.57)
C (1.56, 2.65, 2.38)
C (0.20, 3.33, 2.50)
C (-0.96, 2.44, 2.04)
C (-1.13, 1.14, 2.85)
C (-0.70, -0.14, 2.14)
C (-1.61, -0.50, 0.97)
O (-2.91, -0.84, 1.37)
C (-3.05, -2.15, 1.91)
C (2.54, 3.06, 1.27)
C (3.87, 2.48, 1.80)
H (6.80, 1.69, 4.18)
H (5.62, 0.51, 4.74)
H (5.70, 0.93, 3.04)
H (5.27, 3.44, 4.31)
H (4.30, 2.34, 5.28)
H (2.11, 2.83, 4.52)
H (1.39, 1.58, 2.24)
H (0.21, 4.24, 1.91)
H (0.03, 3.65, 3.54)
H (-0.87, 2.23, 0.97)
H (-1.86, 3.05, 2.15)
H (-0.59, 1.24, 3.80)
H (-2.18, 1.02, 3.12)
H (-0.70, -0.96, 2.85)
H (0.33, -0.08, 1.76)
H (-1.15, -1.31, 0.38)
H (-1.70, 0.35, 0.29)
H (-3.33, -2.10, 2.96)
H (-3.84, -2.68, 1.36)
H (-2.12, -2.73, 1.82)
H (2.62, 4.14, 1.14)
H (2.22, 2.57, 0.35)
H (4.74, 3.08, 1.54)
H (4.04, 1.45, 1.47)
C (-2.59, -4.57, -2.56)
O (-3.27, -3.40, -2.97)
C (-3.04, -2.26, -2.17)
C (-2.30, -1.19, -2.93)
N (-0.92, -1.59, -3.19)
C (-0.18, -0.70, -4.07)
C (-0.65, -0.57, -5.51)
O (-0.49, -1.76, -6.26)
C (-1.59, -2.66, -6.23)
H (-2.92, -5.38, -3.20)
H (-1.51, -4.47, -2.64)
H (-2.84, -4.82, -1.52)
H (-2.49, -2.54, -1.27)
H (-4.01, -1.87, -1.86)
H (-2.29, -0.27, -2.33)
H (-2.86, -0.98, -3.85)
H (-0.92, -2.52, -3.59)
H (0.86, -1.04, -4.09)
H (-0.18, 0.30, -3.62)
H (-0.02, 0.18, -6.00)
H (-1.69, -0.22, -5.58)
H (-2.54, -2.12, -6.14)
H (-1.51, -3.38, -5.42)
H (-1.58, -3.20, -7.17)

Atomic partial charges in e from the Löwdin method, atoms 1 to 6: number 1, C, carries -0.05; number 2, C, carries -0.14; number 3, C, carries -0.19; number 4, N, carries 0.20; number 5, C, carries -0.26; number 6, C, carries -0.14



No. 2
Density functional theory data (the ωB97M-V functional and the def2-TZVPD basis) for 2 unconnected molecules or ions with the total composition C38H55B3F3N3O10PS.

Computed properties:
Charge ... -1
HOMO level ... -0.0524 Eh
Energy ... -95557.065 eV
Relative energy (zero: lowest compared OMol25 entry of this formula, charge and spin) ... 0.0000 eV
HOMO-LUMO gap ... 3.091 eV

Cartesian coordinates (Å):
C (-1.90, -7.20, 0.88)
C (-1.79, -6.72, 2.36)
C (-0.93, -5.43, 2.45)
C (0.47, -5.55, 1.82)
C (1.04, -4.12, 1.53)
C (1.39, -3.97, 0.03)
C (1.95, -2.61, -0.32)
C (3.29, -2.32, 0.02)
C (4.14, -3.39, 0.68)
B (5.70, -3.10, 0.67)
O (6.57, -3.55, -0.31)
O (6.23, -2.36, 1.74)
C (3.80, -1.08, -0.28)
C (3.03, -0.13, -0.92)
B (3.66, 1.29, -1.30)
O (4.47, 1.41, -2.39)
O (3.34, 2.37, -0.49)
C (4.38, 2.57, 0.50)
C (3.81, 2.47, 1.93)
C (1.73, -0.44, -1.26)
C (1.16, -1.66, -0.97)
N (-0.18, -2.08, -1.32)
C (0.00, -2.84, -2.59)
O (-1.24, -3.28, -3.13)
C (-1.27, -4.62, -3.33)
F (-1.27, -5.28, -2.15)
F (-2.42, -4.92, -3.96)
F (-0.27, -5.08, -4.10)
C (-1.15, -1.03, -1.48)
C (-0.85, 0.27, -1.85)
C (-1.80, 1.25, -2.00)
C (-3.14, 0.98, -1.83)
P (-4.38, 2.32, -2.10)
C (-5.33, 2.50, -0.53)
O (-3.42, 3.69, -2.21)
C (-3.46, -0.31, -1.45)
O (-4.80, -0.63, -1.22)
B (-5.47, -1.04, -2.36)
O (-5.26, -0.51, -3.63)
O (-6.44, -2.00, -2.22)
C (-2.50, -1.28, -1.26)
C (-3.07, -2.61, -0.82)
C (-2.97, -2.91, 0.53)
C (-3.54, -4.09, 0.97)
C (-4.17, -4.83, -0.01)
C (-4.22, -4.47, -1.33)
N (-3.66, -3.33, -1.75)
S (0.82, 0.80, -2.12)
H (-1.60, -6.36, 0.25)
H (-2.93, -7.50, 0.65)
H (-1.20, -8.02, 0.67)
H (-1.44, -7.51, 3.03)
H (-2.81, -6.43, 2.65)
H (-0.81, -5.16, 3.51)
H (-1.48, -4.63, 1.93)
H (1.11, -6.06, 2.56)
H (0.49, -6.12, 0.89)
H (0.28, -3.40, 1.86)
H (1.91, -4.00, 2.17)
H (2.05, -4.80, -0.24)
H (0.45, -4.15, -0.50)
H (4.00, -4.33, 0.12)
H (3.86, -3.62, 1.72)
H (7.11, -4.29, 0.00)
H (6.44, -1.47, 1.46)
H (4.83, -0.79, -0.05)
H (4.54, 2.34, -2.65)
H (4.79, 3.57, 0.30)
H (5.21, 1.86, 0.37)
H (4.19, 1.55, 2.39)
H (4.20, 3.30, 2.52)
H (2.72, 2.46, 1.93)
H (0.72, -3.64, -2.43)
H (0.45, -2.15, -3.31)
H (-1.50, 2.26, -2.27)
H (-6.05, 1.70, -0.38)
H (-5.90, 3.43, -0.63)
H (-4.65, 2.64, 0.33)
H (-3.09, 3.86, -1.30)
H (-4.43, -0.83, -4.02)
H (-6.59, -2.43, -3.07)
H (-2.47, -2.23, 1.22)
H (-3.52, -4.40, 2.01)
H (-4.67, -5.76, 0.29)
H (-4.75, -5.09, -2.05)
C (-1.35, 5.47, 0.02)
C (0.10, 5.09, 0.40)
C (1.08, 5.82, -0.54)
C (1.20, 7.32, -0.31)
C (0.92, 7.73, 1.14)
C (1.11, 6.61, 2.17)
N (0.26, 5.50, 1.80)
O (0.34, 4.42, 2.70)
C (0.62, 7.16, 3.51)
C (2.61, 6.27, 2.31)
C (0.27, 3.61, 0.14)
H (-2.06, 4.94, 0.65)
H (-1.56, 5.21, -1.03)
H (-1.53, 6.54, 0.13)
H (2.07, 5.37, -0.43)
H (0.80, 5.63, -1.58)
H (2.21, 7.64, -0.60)
H (0.52, 7.86, -0.98)
H (1.54, 8.60, 1.40)
H (-0.11, 8.09, 1.20)
H (-0.45, 7.37, 3.48)
H (1.13, 8.10, 3.75)
H (0.81, 6.46, 4.33)
H (3.18, 7.16, 2.61)
H (3.04, 5.90, 1.38)
H (2.77, 5.51, 3.08)
H (0.09, 3.38, -0.91)
H (-0.43, 3.01, 0.72)
H (1.28, 3.27, 0.38)

Atomic partial charges in e from the Löwdin method, atoms 1 to 6: number 1, C, carries -0.11; number 2, C, carries -0.24; number 3, C, carries -0.23; number 4, C, carries -0.19; number 5, C, carries -0.16; number 6, C, carries -0.14



No. 3
Density functional theory data (the ωB97M-V functional and the def2-TZVPD basis) for a gas-phase ion, C3H4N3 (charge +1).

Computed properties:
Charge ... +1
HOMO level ... -0.5542 Eh
Energy ... -7634.642 eV
SMILES ... CC#[N+]N=C=N
Relative energy (zero: lowest compared OMol25 entry of this formula, charge and spin) ... 1.6641 eV
HOMO-LUMO gap ... 10.007 eV

Cartesian coordinates (Å):
C (-1.99, 0.39, 0.04)
C (-0.62, 0.56, -0.21)
N (0.44, 1.04, -0.09)
N (1.68, 0.86, 0.13)
C (2.18, -0.29, 0.02)
N (2.41, -1.44, -0.02)
H (-2.33, -0.73, 0.23)
H (-2.58, 0.97, -0.73)
H (-2.33, 0.66, 1.00)
H (3.13, -2.03, -0.37)

Atomic partial charges in e from the Löwdin method, atoms 1 to 6: number 1, C, carries -0.01; number 2, C, carries 0.06; number 3, N, carries 0.15; number 4, N, carries 0.09; number 5, C, carries -0.13; number 6, N, carries 0.31



No. 4
Density functional theory data (the ωB97M-V functional and the def2-TZVPD basis) for C3H8N4S in the gas phase.

Computed properties:
HOMO level ... -0.2960 Eh
Energy ... -20033.535 eV
SMILES ... C/C=N\NC(=S)NN
Relative energy (zero: lowest compared OMol25 entry of this formula, charge and spin) ... 2.7021 eV
HOMO-LUMO gap ... 8.535 eV

Cartesian coordinates (Å):
C (-2.51, 0.11, -0.18)
C (-1.95, -1.19, -0.04)
N (-0.69, -1.54, 0.20)
N (0.22, -0.48, 0.22)
C (1.60, -0.76, 0.01)
S (2.06, -2.32, -0.06)
N (2.32, 0.40, -0.23)
N (1.81, 1.67, 0.07)
H (-2.25, 0.70, 0.69)
H (-2.05, 0.56, -1.02)
H (-3.62, -0.05, -0.25)
H (-2.66, -2.02, 0.11)
H (-0.15, 0.49, -0.03)
H (3.34, 0.23, -0.12)
H (2.17, 1.81, 1.16)
H (2.36, 2.38, -0.53)

Atomic partial charges in e from the Löwdin method, atoms 1 to 6: number 1, C, carries -0.11; number 2, C, carries -0.23; number 3, N, carries 0.01; number 4, N, carries -0.08; number 5, C, carries -0.91; number 6, S, carries 0.62